[1]
This record from OMol25 describes one molecule with the formula C5H7BO2 at a distorted geometry. The level of theory is ωB97M-V/def2-TZVPD.

Results
- energy relative to the best compared isomer or geometry (same formula, charge and spin) (eV) = 0.7091
- LUMO energy (alpha / beta) (eV) = 0.7 / -2.9
- frontier orbital gap (alpha / beta) (eV) = 8.447 / 6.337
- net charge = 0
- 2S+1 = 3
- maximum force (eV/A) = 4.8
- DFT total energy (eV) = -10065.750

Geometry (Å):
B -1.229 0.483 -0.470
C 1.598 0.028 -0.329
C 0.769 -0.280 0.738
C 2.431 -0.222 -1.289
C 1.275 -0.438 1.987
C -2.863 0.536 -0.340
O -0.620 1.103 -1.377
O -0.571 -0.197 0.621
H 2.789 0.386 -2.022
H 2.987 -1.285 -1.315
H 0.508 -0.744 2.668
H 2.291 -0.822 2.310
H -3.133 -0.185 -1.012
H -3.220 1.486 -0.830
H -3.011 0.152 0.658

Atomic partial charges in e from the Löwdin method, atoms 1 to 6: -0.67, -0.01, -0.41, 0.02, 0.10, 0.06


[2]
This record from OMol25 describes one molecule with the formula C5H7BOS at a distorted geometry. The level of theory is ωB97M-V/def2-TZVPD.

Results
- energy relative to the best compared isomer or geometry (same formula, charge and spin) (eV) = 0.0000
- SMILES = CB(O)c1cccs1
- LUMO energy (eV) = 0.5
- frontier orbital gap (eV) = 9.418
- net charge = 0
- maximum force (eV/A) = 3.6
- DFT total energy (eV) = -18858.395

Geometry (Å):
C 2.028 0.862 0.983
B 0.727 1.221 0.000
O 0.688 2.478 -0.616
C -0.394 0.080 -0.141
C -0.403 -1.260 0.047
C -1.687 -1.849 -0.204
C -2.610 -0.945 -0.695
S -1.972 0.597 -0.893
H 1.847 1.205 1.961
H 2.990 1.170 0.510
H 2.091 -0.222 0.970
H 1.585 2.815 -0.694
H 0.392 -1.991 0.191
H -1.762 -2.895 -0.187
H -3.521 -1.266 -1.233

Atomic partial charges in e from the Löwdin method, atoms 1 to 6: -0.02, -0.44, 0.09, -0.36, -0.16, -0.18


[3]
This record from OMol25 describes one molecule with the formula C5H7Br at a distorted geometry. The level of theory is ωB97M-V/def2-TZVPD.

Results
- energy relative to the best compared isomer or geometry (same formula, charge and spin) (eV) = 1.2562
- SMILES = C=C1C[C@H]1CBr
- LUMO energy (eV) = 0.9
- frontier orbital gap (eV) = 10.777
- net charge = 0
- maximum force (eV/A) = 2.9
- DFT total energy (eV) = -75338.562

Geometry (Å):
C 0.859 -0.763 2.036
C 0.630 -0.118 0.927
C 1.023 0.682 -0.229
C -0.450 0.313 -0.120
C -1.355 -0.287 -1.319
Br -0.978 0.670 -2.968
H 0.091 -1.323 2.546
H 1.837 -0.745 2.491
H 1.315 1.717 -0.097
H 1.608 0.183 -0.993
H -1.031 1.132 0.303
H -1.150 -1.339 -1.503
H -2.399 -0.123 -1.073

Atomic partial charges in e from the Löwdin method, atoms 1 to 6: 0.04, -0.24, -0.13, -0.26, -0.55, 0.60